1.
Here is CH3N3P2 in the gas phase from OMol25. Energies are from ωB97M-V/def2-TZVPD.

energy above the lowest of the compared OMol25 structures with the same formula, charge and spin: 205.4 kJ/mol
strongest force on any atom: 4.36 eV/Å
multiplicity: 1
orbital gap: 8.5 eV
E: -886.699656 a.u.

The geometry in XYZ format:
```
9
Properties=species:S:1:pos:R:3:mulliken_charge:R:1
C 1.1316 0.3419 -0.6241 -0.31
N 2.1090 -0.5319 -0.4628 0.45
N 2.2805 -1.5633 -0.1162 -0.39
N -0.0159 -1.7465 0.8659 -0.58
P -0.2210 -0.4103 0.2778 0.44
P -1.7584 1.1832 0.6407 -0.10
H 1.3167 1.4196 -0.7967 0.30
H -2.6697 0.3112 0.9223 0.09
H -2.1728 0.9961 -0.7068 0.09
```


2.
Here is CH3N3S2 in the gas phase from OMol25. Energies are from ωB97M-V/def2-TZVPD.

energy above the lowest of the compared OMol25 structures with the same formula, charge and spin: 266.4 kJ/mol
strongest force on any atom: 2.66 eV/Å
multiplicity: 1
orbital gap (spin up / spin down): 7.2 / 7.2 eV
E: -1000.379138 a.u.

The geometry in XYZ format:
```
9
Properties=species:S:1:pos:R:3:mulliken_charge:R:1
C 0.9113 -1.1000 -0.0690 -0.41
N -0.0789 1.2412 -0.0994 -0.35
N -1.3131 1.0370 0.1941 0.05
N 0.7758 0.3197 -0.3297 0.15
S 2.3699 -0.0926 0.2910 -0.04
S -2.1404 -0.4008 0.1421 -0.35
H 0.9142 -1.5475 -1.0497 0.28
H 0.3028 -1.4226 0.8091 0.40
H -1.7416 1.9657 0.1114 0.28
```


3.
Here is CH3N3S2 in the gas phase from OMol25. Energies are from ωB97M-V/def2-TZVPD.

energy above the lowest of the compared OMol25 structures with the same formula, charge and spin: 189.2 kJ/mol
strongest force on any atom: 2.67 eV/Å
multiplicity: 1
orbital gap (spin up / spin down): 7.4 / 6.5 eV
E: -1000.408545 a.u.

The geometry in XYZ format:
```
9
Properties=species:S:1:pos:R:3:mulliken_charge:R:1
C 0.7000 0.5262 -0.5322 -0.02
N -0.6551 0.3677 -0.5643 -0.10
N -1.4141 -0.0559 0.3494 -0.33
N -1.0998 -0.3375 1.6359 -0.17
S 1.8397 0.5017 -1.8434 0.05
S 1.2162 -0.5495 -3.4574 -0.24
H 1.3448 0.8443 0.2588 0.33
H -1.7184 -1.0568 1.9893 0.26
H -0.2133 -0.2403 2.1638 0.23
```


4.
Here is a gas-phase ion, CH3N4O (charge +1) from OMol25. Energies are from ωB97M-V/def2-TZVPD.

net charge: +1
SMILES string: [NH3+]/N=N\N=C=O
energy above the lowest of the compared OMol25 structures with the same formula, charge and spin: 219.6 kJ/mol
strongest force on any atom: 5.28 eV/Å
multiplicity: 1
orbital gap: 10.7 eV
E: -333.749276 a.u.

The geometry in XYZ format:
```
9
Properties=species:S:1:pos:R:3:mulliken_charge:R:1
N 1.2547 -0.5010 -0.2090 -0.51
N 1.0647 1.0743 0.4446 0.01
N -0.0135 1.4567 0.5905 -0.08
N -1.0354 0.7269 0.3647 0.13
C -2.0837 0.3301 -0.1169 0.56
O -2.9781 -0.3223 -0.4260 -0.23
H 2.1932 -0.7890 -0.4032 0.33
H 0.5966 -0.8796 -0.9439 0.37
H 1.0014 -1.0960 0.6990 0.42
```